{"formula": "C24H30BrF7GaO21S", "method": "ωB97M-V/def2-TZVPD", "species": ["C", "C", "S", "C", "Ga", "Br", "H", "H", "H", "H", "H", "H", "H", "H", "H", "C", "C", "O", "C", "O", "O", "F", "H", "H", "H", "C", "C", "O", "C", "O", "O", "F", "H", "H", "H", "C", "C", "O", "C", "O", "O", "F", "H", "H", "H", "C", "C", "O", "C", "O", "O", "F", "H", "H", "H", "C", "C", "O", "C", "O", "O", "F", "H", "H", "H", "C", "C", "O", "C", "O", "O", "F", "H", "H", "H", "C", "C", "O", "C", "O", "O", "F", "H", "H", "H"], "coordinates": [[-0.1790, -2.7196, 2.0521], [-0.5691, -1.4019, 1.3335], [-1.2066, -1.6707, -0.3542], [-3.0273, -1.6908, -0.3190], [-4.0335, -2.3847, 1.3337], [-5.2408, -0.4474, 2.2555], [-0.6025, -2.7046, 3.0562], [-0.6867, -3.5403, 1.5491], [0.8890, -2.9009, 2.0618], [0.3447, -0.8187, 1.1990], [-1.2515, -0.7845, 1.9150], [-3.3130, -2.3480, -1.1434], [-3.4203, -0.7026, -0.5774], [-3.1463, -3.0093, 2.4886], [-5.1252, -3.4797, 0.8880], [-0.8886, 1.0258, -2.8173], [-1.1330, 0.3390, -4.1320], [-0.6533, 1.2907, -5.0748], [0.3095, 2.0197, -4.4562], [1.0743, 2.7414, -5.0294], [0.2806, 1.8260, -3.1176], [-2.4498, 0.1230, -4.3644], [-1.7141, 1.6867, -2.5455], [-0.7036, 0.3278, -1.9969], [-0.5893, -0.5986, -4.2552], [3.1838, 5.0222, -3.6105], [4.0487, 4.0372, -2.8662], [4.8156, 4.8933, -2.0213], [4.0594, 5.9936, -1.7778], [4.2611, 6.7806, -0.9073], [3.0283, 6.0685, -2.6428], [4.8857, 3.3662, -3.6902], [3.6930, 5.4111, -4.4939], [2.2205, 4.6133, -3.9035], [3.4991, 3.3214, -2.2532], [2.8607, -2.5928, -6.5332], [1.3958, -2.6666, -6.1781], [1.3880, -2.2501, -4.8242], [2.4582, -1.4146, -4.6525], [2.6140, -0.6854, -3.7345], [3.3166, -1.5277, -5.6999], [0.9174, -3.9309, -6.2604], [3.3815, -3.5147, -6.2696], [3.0373, -2.3657, -7.5815], [0.7547, -2.0037, -6.7624], [-7.1631, -4.5657, 5.4991], [-6.7456, -4.7960, 4.0664], [-5.4432, -4.2527, 4.0358], [-4.9254, -4.3639, 5.2897], [-3.7842, -4.2502, 5.5759], [-5.9165, -4.6417, 6.1888], [-7.5407, -4.1265, 3.2008], [-7.5983, -3.5737, 5.6305], [-7.8563, -5.3171, 5.8712], [-6.7038, -5.8467, 3.7703], [1.9568, 5.2102, 0.6656], [3.1030, 4.7953, 1.5606], [2.7769, 3.4490, 1.8658], [2.0544, 2.9621, 0.8215], [1.8403, 1.8126, 0.6234], [1.6216, 3.9728, 0.0274], [3.1410, 5.5133, 2.7120], [1.1018, 5.5671, 1.2423], [2.2320, 5.9599, -0.0691], [4.0836, 4.8246, 1.0859], [-2.5101, 2.6470, 0.4736], [-2.5164, 3.6407, 1.6072], [-1.6726, 4.6624, 1.1158], [-1.7555, 4.6462, -0.2392], [-1.3743, 5.5251, -0.9416], [-2.3319, 3.5021, -0.6721], [-1.9788, 3.1379, 2.7402], [-1.6657, 1.9593, 0.5491], [-3.4326, 2.0758, 0.3999], [-3.4971, 4.0609, 1.8354], [4.4541, -3.3682, 3.5481], [4.6899, -4.6223, 4.3552], [3.4249, -4.8555, 4.9356], [2.4820, -4.3233, 4.0925], [1.3266, -4.5552, 4.1414], [3.0795, -3.4990, 3.1906], [5.6075, -4.4336, 5.3391], [4.5923, -2.4712, 4.1540], [5.0795, -3.3032, 2.6612], [4.9806, -5.4924, 3.7635]], "orbital_gap_ev": 6.9, "charge": -1, "energy_ha": -8108.8043, "lumo_ev": 1.97}